(1)
ORCA calculation (ωB97M-V with the def2-TZVPD basis set) on C26H19BrIrNO2S4 as an isolated structure.

```
54
Properties=species:S:1:pos:R:3:nbo_charge:R:1
Ir 0.434 0.092 0.058 0.521
S 2.680 0.351 -0.247 0.427
C 2.636 1.284 -1.725 -0.276
C 3.712 2.121 -2.024 -0.149
C 3.655 2.950 -3.131 -0.189
C 2.547 2.931 -3.967 -0.144
C 1.488 2.062 -3.720 -0.248
C 1.530 1.258 -2.603 -0.079
S 0.365 -0.040 -2.255 0.550
C -1.350 0.559 -2.471 -0.578
C -2.170 0.626 -1.196 0.256
C -3.470 1.090 -1.268 -0.233
C -4.207 1.215 -0.103 -0.105
C -3.634 0.866 1.107 -0.222
C -2.342 0.375 1.124 0.243
C -1.676 -0.077 2.381 -0.580
S 0.132 0.190 2.385 0.563
C 0.192 1.931 2.748 -0.193
C 0.216 2.298 4.092 -0.205
C 0.249 3.635 4.437 -0.224
C 0.275 4.597 3.432 -0.165
C 0.276 4.231 2.099 -0.216
C 0.238 2.883 1.735 -0.196
S 0.286 2.455 0.034 -0.104
N -1.639 0.253 -0.019 -0.458
H 4.567 2.139 -1.362 0.243
H 4.479 3.618 -3.344 0.241
H 2.512 3.578 -4.832 0.238
H 0.654 2.016 -4.409 0.232
H -1.816 -0.157 -3.149 0.267
H -1.333 1.528 -2.971 0.271
H -3.888 1.372 -2.224 0.240
H -5.217 1.599 -0.138 0.244
H -4.178 0.972 2.035 0.244
H -1.763 -1.158 2.451 0.299
H -2.103 0.384 3.270 0.259
H 0.208 1.530 4.857 0.229
H 0.267 3.928 5.477 0.232
H 0.310 5.646 3.694 0.229
H 0.316 4.987 1.325 0.228
Br 0.609 -8.061 1.826 0.075
C 0.547 -6.638 0.582 -0.074
C 0.620 -6.914 -0.775 -0.220
C 0.573 -5.866 -1.683 -0.206
C 0.464 -4.558 -1.240 -0.193
C 0.389 -4.296 0.123 -0.090
C 0.427 -5.339 1.042 -0.225
C 0.267 -2.900 0.648 0.777
O -0.017 -2.693 1.819 -0.678
O 0.541 -1.979 -0.225 -0.784
H 0.715 -7.936 -1.114 0.234
H 0.628 -6.078 -2.743 0.222
H 0.440 -3.737 -1.943 0.219
H 0.360 -5.124 2.099 0.251
```

The calculation puts the molecular weight at 777.83 g/mol. The HOMO energy (alpha / beta) comes out at -10.7 / -10.7 eV. As for the spin multiplicity: 2. The HOMO-LUMO gap (alpha / beta) is 7.51 / 4.86 eV. The charge is +1.

(2)
ORCA calculation (ωB97M-V with the def2-TZVPD basis set) on C31H37Br2N2O3P2S2SiSn as an isolated structure.

```
81
Properties=species:S:1:pos:R:3:mulliken_charge:R:1
Sn 0.573 0.308 -0.355 0.377
S -0.161 1.870 2.500 -0.626
P -0.199 -0.134 2.720 1.533
C -0.110 -1.067 1.308 -0.920
P 0.854 -2.462 1.140 1.970
S 2.556 -2.189 0.139 -0.716
C 1.120 -3.339 2.730 0.107
C 2.391 -3.604 3.218 -0.548
C 2.551 -4.317 4.401 -0.603
C 1.443 -4.775 5.095 -0.561
C 0.166 -4.515 4.609 -0.736
C 0.008 -3.802 3.433 -0.080
C -0.084 -3.773 0.267 0.002
C -1.230 -3.446 -0.442 0.612
C -1.937 -4.426 -1.129 -0.568
C -1.500 -5.742 -1.112 -0.623
C -0.350 -6.075 -0.405 -0.691
C 0.352 -5.096 0.281 -0.509
C -1.760 -0.505 3.614 -0.039
C -2.150 0.222 4.738 -0.391
C -3.367 -0.032 5.350 -0.771
C -4.218 -1.005 4.834 -0.524
C -3.843 -1.722 3.708 -0.793
C -2.616 -1.472 3.102 0.148
C 1.121 -0.483 3.943 0.597
C 2.411 -0.096 3.584 -0.536
C 3.476 -0.316 4.441 -0.694
C 3.267 -0.928 5.671 -0.484
C 1.988 -1.325 6.031 -0.644
C 0.920 -1.105 5.170 -0.579
H 3.248 -3.243 2.661 0.361
H 3.547 -4.510 4.782 0.421
H 1.570 -5.332 6.016 0.374
H -0.705 -4.871 5.146 0.428
H -0.986 -3.603 3.050 0.368
H -1.555 -2.415 -0.450 -0.551
H -2.832 -4.156 -1.677 0.385
H -2.051 -6.506 -1.647 0.381
H -0.001 -7.101 -0.384 0.379
H 1.246 -5.367 0.830 0.402
H -1.501 1.003 5.118 0.417
H -3.661 0.538 6.223 0.390
H -5.175 -1.195 5.306 0.374
H -4.507 -2.470 3.291 0.446
H -2.313 -1.993 2.199 0.092
H 2.577 0.378 2.622 0.293
H 4.475 -0.018 4.144 0.405
H 4.100 -1.105 6.341 0.363
H 1.817 -1.820 6.980 0.415
H -0.070 -1.438 5.455 0.322
C -3.866 1.672 1.227 -0.563
O -3.142 2.858 0.868 -0.497
C -2.031 2.639 0.151 -0.028
O -1.760 1.585 -0.385 0.223
N -1.294 3.791 0.097 -0.034
N -0.015 3.687 -0.453 -0.399
H -4.735 2.019 1.778 0.297
H -3.243 1.037 1.855 0.148
H -4.171 1.124 0.339 0.194
H -1.418 4.377 0.910 0.274
H 0.656 3.382 0.245 0.180
H 0.247 4.567 -0.869 0.231
Br 2.841 -1.127 -3.271 -0.032
C 3.028 0.442 -4.355 -0.547
Br 1.830 1.860 -3.839 -0.114
H 2.810 0.187 -5.383 0.327
H 4.036 0.815 -4.245 0.366
C -1.942 1.126 -3.793 -0.998
Si -1.710 -0.517 -2.908 0.759
C -1.460 -1.818 -4.245 -1.164
C -3.341 -0.867 -2.031 0.019
O -0.449 -0.542 -1.905 -0.276
H -2.770 1.065 -4.507 0.348
H -1.040 1.393 -4.345 0.201
H -2.156 1.929 -3.081 0.133
H -2.374 -1.994 -4.822 0.324
H -1.138 -2.766 -3.807 0.288
H -0.677 -1.498 -4.940 0.263
H -4.180 -0.830 -2.735 0.495
H -3.505 -0.115 -1.258 -0.716
H -3.354 -1.844 -1.545 0.120
```

The calculation puts the molecular weight at 918.34 g/mol. The HOMO energy comes out at -4.3 eV. As for the spin multiplicity: 1. The HOMO-LUMO gap is 6.71 eV. The charge is -1.

(3)
ORCA calculation (ωB97M-V with the def2-TZVPD basis set) on C34H50As2BrIrN4O12S as an isolated structure.

```
105
Properties=species:S:1:pos:R:3:mulliken_charge:R:1
Ir -0.290 1.047 -0.062 1.670
C -2.636 4.303 1.251 -1.058
C -3.276 4.046 -0.104 -0.677
S -3.300 2.297 -0.492 0.501
O -1.885 1.989 -1.042 -1.091
C -4.280 2.331 -1.995 -0.570
C -5.769 2.410 -1.680 -1.136
H -2.561 5.376 1.423 0.469
H -1.635 3.875 1.289 0.039
H -3.235 3.875 2.054 0.337
H -2.735 4.523 -0.924 0.329
H -4.318 4.370 -0.132 0.597
H -4.018 1.402 -2.500 0.379
H -3.924 3.164 -2.602 0.404
H -6.078 1.604 -1.014 0.328
H -6.334 2.313 -2.605 0.398
H -6.044 3.362 -1.228 0.334
C 0.257 -3.286 -4.723 -0.790
O 0.143 -3.448 -3.291 -0.163
C -0.611 -2.559 -2.677 -0.175
O -1.084 -1.566 -3.184 -0.599
C -0.789 -2.814 -1.214 0.177
C -0.827 -3.996 -0.611 0.337
As -0.721 -4.374 1.313 0.615
C -2.382 -5.410 1.475 -1.264
C -1.423 -2.704 2.098 0.627
C -1.467 -1.511 1.504 -0.330
As -1.261 -1.152 -0.376 2.099
C -3.150 -1.082 -0.814 -1.372
C -1.718 -0.233 2.202 0.297
O -1.457 0.877 1.681 -0.659
O -2.231 -0.295 3.388 -0.304
C -2.425 0.924 4.146 -0.702
C -1.843 -2.943 3.524 -0.490
O -2.992 -3.051 3.843 -0.541
O -0.787 -3.116 4.315 -0.222
C -1.090 -3.478 5.683 -0.745
C -0.855 -5.263 -1.426 -0.346
O -1.646 -5.475 -2.300 -0.563
O 0.053 -6.129 -0.971 -0.283
C 0.059 -7.418 -1.625 -0.807
H 0.862 -4.120 -5.060 0.243
H 0.737 -2.337 -4.950 0.284
H -0.731 -3.318 -5.175 0.336
H -2.226 -6.370 0.986 0.408
H -3.235 -4.901 1.032 0.418
H -2.578 -5.593 2.530 0.449
H -3.575 -2.056 -0.573 0.523
H -3.273 -0.882 -1.874 0.362
H -3.645 -0.325 -0.205 0.489
H -2.478 0.609 5.181 0.330
H -3.365 1.376 3.838 0.263
H -1.597 1.607 3.980 0.261
H -0.150 -3.805 6.114 0.245
H -1.829 -4.275 5.706 0.342
H -1.474 -2.610 6.215 0.293
H 0.736 -8.036 -1.045 0.271
H 0.417 -7.308 -2.646 0.315
H -0.944 -7.836 -1.634 0.340
C 1.883 5.639 -2.067 -0.659
C 0.605 4.919 -2.439 -0.718
N 0.284 3.929 -1.417 0.744
C 0.796 3.879 -0.172 -0.096
N 0.479 2.849 0.607 0.489
C 0.907 2.886 2.007 -0.747
C 2.285 3.503 2.124 -0.747
C 2.241 4.898 1.544 -0.735
N 1.594 4.887 0.234 0.252
C 1.786 6.063 -0.615 -0.664
H 2.023 6.507 -2.709 0.389
H 2.743 4.979 -2.194 0.274
H 0.704 4.407 -3.396 0.390
H -0.214 5.639 -2.528 0.342
H -0.384 3.209 -1.642 -0.048
H 0.916 1.867 2.384 0.261
H 0.185 3.454 2.608 0.390
H 3.000 2.887 1.573 0.086
H 2.608 3.546 3.164 0.462
H 3.247 5.299 1.415 0.535
H 1.700 5.575 2.213 0.259
H 2.703 6.552 -0.289 0.397
H 0.966 6.775 -0.471 0.232
Br 7.904 -0.343 -1.962 -0.124
C 6.099 -0.029 -1.551 0.052
C 5.657 -0.212 -0.245 -0.868
C 4.326 0.011 0.054 -0.074
C 3.449 0.420 -0.949 0.118
C 3.902 0.609 -2.251 -0.654
C 5.232 0.380 -2.557 -0.670
C 2.040 0.627 -0.626 1.575
O 1.562 0.395 0.532 -0.957
O 1.184 1.055 -1.480 -0.896
H 6.352 -0.526 0.521 0.485
H 3.955 -0.138 1.061 0.499
H 3.208 0.923 -3.020 0.585
H 5.600 0.516 -3.564 0.489
C 3.134 -3.509 -0.865 -0.858
C 2.583 -3.067 0.467 0.697
N 3.290 -3.425 1.559 -0.364
O 1.546 -2.419 0.560 -0.369
H 3.682 -4.448 -0.793 0.539
H 3.813 -2.744 -1.243 0.149
H 2.311 -3.617 -1.569 -0.087
H 4.095 -4.023 1.497 0.187
H 2.929 -3.189 2.468 0.236
```

The calculation puts the molecular weight at 1160.82 g/mol. The HOMO energy comes out at -13.2 eV. As for the spin multiplicity: 1. Its energy above the lowest of the compared OMol25 structures with the same formula, charge and spin is 0.3 kcal per mole. The HOMO-LUMO gap is 8.02 eV. The charge is +2.

(4)
ORCA calculation (ωB97M-V with the def2-TZVPD basis set) on a 2-piece molecular cluster, C2H10NOS overall in a non-equilibrium geometry.

```
15
Properties=species:S:1:pos:R:3:nbo_charge:R:1
C 0.451 -0.671 -0.974 -0.218
C 1.145 0.613 -0.306 -0.622
S 2.239 1.539 -1.470 0.779
N -0.188 -1.410 0.208 -0.706
H 1.129 -1.296 -1.511 0.261
H -0.138 -0.012 -1.603 0.261
H 1.968 0.459 0.491 0.306
H 0.272 1.177 0.142 0.293
H 1.876 2.676 -0.837 0.189
H -0.529 -2.338 0.023 0.474
H -0.966 -0.863 0.701 0.495
H 0.464 -1.351 0.989 0.444
H -2.271 1.052 1.776 0.509
H -3.183 0.178 1.145 0.510
O -2.268 0.246 1.226 -0.975
```

The calculation puts the molecular weight at 96.17 g/mol. The HOMO energy (alpha / beta) comes out at -19.9 / -19.9 eV. As for the spin multiplicity: 2. Its energy above the lowest of the compared OMol25 structures with the same formula, charge and spin is 24.9 kcal per mole. The HOMO-LUMO gap (alpha / beta) is 11.46 / 6.83 eV. The charge is +2.